1.
Molecular formula: C13H23ClHfNO4P
Method: DFT, the ωB97M-V functional and the def2-TZVPD basis

Last column: Löwdin charge in e.
Positions of all 44 atoms, in Å:
C1 -2.59859 -2.60560 -1.82415  -0.002
C2 -1.95722 -1.64161 -2.61365  0.007
C3 -0.83906 -0.93819 -2.12263  -0.238
C4 -0.33808 -1.19039 -0.82308  -0.194
C5 -1.02753 -2.14425 -0.02508  -0.291
C6 -2.13924 -2.84895 -0.52197  0.005
C7 -0.15492 0.10908 -2.97551  -0.114
C8 -0.16077 1.56300 -2.44784  -0.151
N1 -0.07313 1.76361 -0.95704  -0.402
Hf1 1.10027 0.10019 0.10852  1.308
C9 -0.57877 -2.29092 1.41802  -0.248
P1 -0.21561 -0.55217 1.98106  0.790
H1 -2.32872 -1.43070 -3.62467  0.137
H2 -2.65520 -3.58005 0.11278  0.138
H3 -3.46363 -3.15252 -2.21489  0.135
H4 0.37785 -2.84341 1.49010  0.108
H5 -1.32252 -2.79686 2.05941  0.123
H6 0.89450 -0.19428 -3.10660  0.126
H7 -0.60800 0.13792 -3.98264  0.141
H8 0.69691 2.09082 -2.89376  0.132
C10 0.67738 -0.70845 3.58464  -0.220
C11 -1.89051 0.03935 2.50413  -0.207
H9 -1.07409 2.08990 -2.78802  0.145
C12 -1.44801 1.81767 -0.40383  -0.069
C13 0.59887 3.05997 -0.68823  -0.059
H10 1.98831 -1.05105 0.68806  -0.024
H11 -2.00110 2.67877 -0.83179  0.127
H12 -1.97429 0.88456 -0.65124  0.097
H13 -1.38756 1.93215 0.68729  0.075
H14 -0.05611 3.87984 -1.01593  0.125
H15 0.82429 3.16730 0.39306  0.101
H16 1.53140 3.10384 -1.26928  0.107
H17 -2.29598 -0.61494 3.29604  0.079
H18 -1.83370 1.07323 2.88352  0.065
H19 -2.56525 0.00990 1.63353  0.054
H20 0.05597 -1.20661 4.34928  0.076
H21 1.59900 -1.28812 3.41477  0.059
H22 0.96292 0.29615 3.93890  0.063
H23 2.09996 1.13453 0.91299  0.155
O1 5.28185 1.35655 -0.61781  -0.244
Cl1 4.74755 0.43231 0.46825  0.964
O2 5.39715 -0.93853 0.33422  -0.215
O3 5.07092 1.01625 1.83708  -0.241
O4 3.08249 0.28069 0.30403  -0.525

HOMO (alpha / beta) = -15.915 / -15.915 eV
Electronic energy = -46618.4937 eV
Charge = +2



2.
Molecular formula: C13H23ClNO4
Method: DFT, the ωB97M-V functional and the def2-TZVPD basis

Last column: Löwdin charge in e.
Positions of all 42 atoms, in Å:
C1 -3.28647 -0.52693 -1.46425  0.089
C2 -2.24039 -0.11483 -1.95757  0.020
C3 -0.85747 0.54499 -2.32499  -0.440
O1 -0.84520 1.28394 -3.28845  0.114
O2 0.19808 0.25083 -1.48645  -0.017
C4 1.48233 0.68087 -2.02222  -0.277
C5 2.50731 0.66680 -0.81571  -0.125
C6 2.47954 -0.64710 0.08722  -0.172
C7 1.97851 -0.26717 1.56914  -0.249
O3 2.88623 0.66321 2.21448  -0.102
C8 1.86888 -0.20039 -3.29467  -0.129
C9 3.26249 -0.96044 -3.24419  -0.229
C10 3.10209 -2.45779 -2.65411  -0.568
Cl1 4.46897 -2.95472 -1.55822  0.516
H1 -4.00134 -1.04815 -0.76890  0.055
H2 1.43548 1.76359 -2.38355  0.157
H3 2.19558 1.52714 -0.12737  0.120
H4 3.55121 0.95676 -1.17008  0.127
H5 1.87273 -1.50074 -0.32794  0.104
H6 3.56925 -0.95772 0.22872  0.089
H7 0.90721 0.08996 1.57695  0.101
H8 2.06143 -1.23834 2.16271  0.122
H9 3.69961 0.16347 2.41570  0.096
H10 1.81975 0.45305 -4.22030  0.125
H11 1.06933 -1.00355 -3.45015  0.128
H12 4.11254 -0.39219 -2.77153  0.096
H13 3.57191 -1.12614 -4.33260  0.115
H14 3.10961 -3.18237 -3.53493  0.082
H15 2.07122 -2.56471 -2.19415  0.069
C11 -5.50389 0.33856 3.32716  0.047
C12 -4.21286 0.47003 2.58713  -0.412
O4 -3.85104 -0.22733 1.68869  0.167
N1 -3.33124 1.61439 2.84345  0.088
C13 -1.91147 1.22472 3.12022  0.042
H16 -5.75118 -0.71720 3.43565  0.114
H17 -5.42258 0.78008 4.32299  0.097
H18 -6.29119 0.84875 2.76796  0.118
H19 -3.72309 2.23545 3.55282  0.187
H20 -3.30072 2.08878 1.93363  0.201
H21 -1.50187 0.72571 2.24386  0.101
H22 -1.89244 0.57565 3.99484  0.120
H23 -1.35686 2.14108 3.31901  0.117

HOMO = -12.283 eV
Electronic energy = -36045.5430 eV
Charge = +1



3.
Molecular formula: C13H23CoFN2
Method: DFT, the ωB97M-V functional and the def2-TZVPD basis

Last column: Löwdin charge in e.
Positions of all 40 atoms, in Å:
Co1 -0.85447 0.24229 0.12182  0.385
N1 -0.31716 1.21643 1.96567  0.004
C1 -0.53492 0.25667 3.05909  -0.228
C2 -0.04334 -1.10908 2.59832  -0.216
N2 -0.72519 -1.46548 1.34030  -0.010
H1 0.67804 1.35814 1.82268  0.088
H2 -0.73242 2.12126 2.14922  0.101
H3 -1.60781 0.21547 3.26304  0.116
H4 -0.03134 0.53609 3.98914  0.114
H5 -0.19618 -1.84995 3.38745  0.118
H6 1.02638 -1.06093 2.38554  0.100
H7 -1.65391 -1.82787 1.53382  0.103
H8 -0.20994 -2.18993 0.85336  0.070
F1 4.62308 -2.41131 2.19988  0.037
C3 3.69025 -1.88295 1.36989  -0.305
C4 2.85860 -2.72758 0.66523  -0.019
C5 1.90475 -2.17582 -0.18149  -0.081
C6 1.74709 -0.78960 -0.32670  -0.325
C7 0.65740 -0.19079 -1.12050  -0.168
C8 2.64421 0.01965 0.38998  -0.069
C9 3.60855 -0.51120 1.23362  -0.025
H9 2.97302 -3.79891 0.76782  0.116
H10 1.27074 -2.83823 -0.76312  0.114
H11 0.31789 -0.85723 -1.91911  0.060
H12 0.97104 0.75592 -1.56098  0.055
H13 2.58559 1.09615 0.26395  0.114
H14 4.29970 0.12207 1.77473  0.116
C10 -2.37134 2.55855 -3.19939  -0.103
C11 -1.78628 1.36504 -2.44271  -0.532
C12 -2.75219 0.18344 -2.50609  -0.104
C13 -1.43951 1.70807 -0.99546  -0.256
H15 -2.57973 2.31579 -4.24513  0.069
H16 -1.68436 3.40670 -3.17769  0.069
H17 -3.30914 2.87938 -2.73606  0.074
H18 -0.86325 1.06885 -2.95382  0.109
H19 -3.67533 0.42015 -1.96700  0.075
H20 -2.31334 -0.70598 -2.04476  0.052
H21 -3.02274 -0.06868 -3.53444  0.072
H22 -0.77705 2.58491 -0.97505  0.051
H23 -2.37541 2.03053 -0.48506  0.058

HOMO (alpha / beta) = -7.092 / -6.997 eV
Electronic energy = -57177.3124 eV
ΔE to the lowest compared entry with this formula, charge and spin = 3.84 kcal/mol
⟨S²⟩ = 0.833
Spin multiplicity = 2



4.
Molecular formula: C13H23F5N4OP2PtSTe
Method: DFT, the ωB97M-V functional and the def2-TZVPD basis

Last column: Löwdin charge in e.
Positions of all 51 atoms, in Å:
Pt1 -0.28532 -0.16018 0.46860  0.894
N1 -1.78736 2.45842 3.84442  0.236
C1 -1.29132 1.74312 2.82829  -0.780
S1 -1.15192 0.09810 2.84429  0.940
N2 -0.91731 2.59739 1.81566  0.080
N3 -0.53978 2.05863 0.70168  -0.160
C2 -0.49207 2.84570 -0.35260  -0.065
C3 0.04228 2.40139 -1.59983  -0.319
C4 0.13092 3.26916 -2.66675  0.016
C5 0.62710 2.72152 -3.81119  -0.027
C6 0.87900 1.37300 -3.97628  -0.008
C7 0.59980 0.62012 -2.87564  -0.142
N4 0.25900 1.08042 -1.66444  0.020
H1 -2.26578 1.97512 4.56521  0.123
H2 -1.66729 3.45027 3.88719  0.147
H3 -0.82165 3.87172 -0.16593  0.146
H4 -0.16385 4.30326 -2.52292  0.141
H5 0.66971 3.32244 -4.74086  0.143
H6 1.23197 1.02896 -4.93018  0.128
H7 0.66726 -0.46836 -3.00005  0.116
C8 3.14500 0.41015 -0.05283  -0.207
P1 1.93826 -0.13339 1.14807  0.679
C9 2.20206 0.85069 2.59061  -0.240
C10 2.25660 -1.81765 1.70559  -0.371
C11 1.53662 -2.81370 0.83782  -0.360
P2 -0.23070 -2.39456 0.51178  0.685
C12 -1.35007 -3.04886 1.76931  -0.222
C13 -0.58121 -3.33705 -0.94144  -0.219
H8 4.09969 0.58873 0.41660  0.065
H9 2.77366 1.40482 -0.36715  0.060
H10 3.33073 -0.18607 -0.96236  0.079
H11 3.20131 0.60732 3.00229  0.090
H12 1.37184 0.63897 3.27915  0.014
H13 2.13606 1.94768 2.31135  0.091
H14 1.94704 -1.86177 2.76772  0.109
H15 3.37115 -1.85245 1.57832  0.125
H16 1.68962 -3.83168 1.22204  0.119
H17 1.96308 -2.88769 -0.14611  0.088
H18 -1.55201 -4.12289 1.54960  0.089
H19 -2.30676 -2.51057 1.86564  0.056
H20 -0.71753 -2.96456 2.68623  0.058
H21 -0.39859 -4.35589 -0.66716  0.066
H22 -0.04691 -2.95068 -1.82373  0.069
H23 -1.71337 -3.24672 -1.08372  0.074
F1 -4.74895 0.16291 -1.04935  -0.322
Te1 -3.08105 -0.35347 -1.65035  1.791
F2 -2.65187 1.43649 -1.89468  -0.323
F3 -3.60563 -2.10995 -1.41800  -0.345
F4 -1.56832 -0.98255 -2.56592  -0.364
F5 -3.82594 -0.41791 -3.30699  -0.304
O1 -2.30724 -0.45792 0.03899  -0.757

HOMO (alpha / beta) = -12.286 / -15.808 eV
Electronic energy = -75384.7119 eV
ΔE to the lowest compared entry with this formula, charge and spin = 38.24 kcal/mol
⟨S²⟩ = 6.038
Spin multiplicity = 5
Charge = +2